# 1
{"formula": "C6H10O", "method": "ωB97M-V/def2-TZVPD", "elements": ["C", "C", "C", "H", "H", "H", "H", "H", "H", "H", "H", "C", "C", "O", "C", "H", "H"], "xyz": [[0.702, 0.460, -0.924], [1.652, -0.428, -0.151], [-0.286, -0.290, -1.777], [1.236, 1.226, -1.487], [0.067, 1.335, -0.044], [1.097, -1.177, 0.419], [-0.807, 0.380, -2.462], [2.254, 0.153, 0.553], [2.341, -0.966, -0.810], [0.187, -1.075, -2.374], [-1.051, -0.757, -1.137], [-1.067, 0.162, 1.821], [-2.076, 0.474, 1.009], [-0.591, -0.681, 2.712], [-0.873, 1.274, 0.971], [0.314, -0.431, 2.949], [-3.099, 0.341, 0.731]], "largest_force_ev_per_a": 3.02, "e_tot_ev": -8426.2299, "homo_lumo_gap_ev": 8.052, "e_above_lowest_kcal_mol": 115.5}

# 2
{"formula": "C20H40O40S10", "method": "ωB97M-V/def2-TZVPD", "elements": ["C", "C", "O", "S", "O", "O", "O", "H", "H", "H", "H", "C", "C", "O", "S", "O", "O", "O", "H", "H", "H", "H", "C", "C", "O", "S", "O", "O", "O", "H", "H", "H", "H", "C", "C", "O", "S", "O", "O", "O", "H", "H", "H", "H", "C", "C", "O", "S", "O", "O", "O", "H", "H", "H", "H", "C", "C", "O", "S", "O", "O", "O", "H", "H", "H", "H", "C", "C", "O", "S", "O", "O", "O", "H", "H", "H", "H", "C", "C", "O", "S", "O", "O", "O", "H", "H", "H", "H", "C", "C", "O", "S", "O", "O", "O", "H", "H", "H", "H", "C", "C", "O", "S", "O", "O", "O", "H", "H", "H", "H"], "xyz": [[3.266, 4.470, 6.614], [2.028, 5.246, 6.287], [1.318, 4.307, 5.384], [2.077, 2.837, 5.171], [2.908, 2.904, 3.983], [1.225, 1.599, 5.299], [2.948, 3.142, 6.501], [3.687, 4.770, 7.574], [4.120, 4.733, 5.992], [2.067, 6.098, 5.607], [1.467, 5.543, 7.173], [-0.692, -1.818, -0.690], [-1.662, -0.760, -0.197], [-1.054, 0.429, -0.505], [-0.317, 0.318, -2.019], [0.821, 1.261, -1.930], [-1.439, 0.431, -3.023], [0.051, -1.280, -1.730], [-1.311, -2.688, -0.907], [-0.035, -2.113, 0.128], [-1.661, -0.950, 0.876], [-2.592, -0.886, -0.752], [-8.853, -6.818, 7.090], [-9.290, -5.715, 7.996], [-8.627, -4.597, 7.449], [-7.057, -4.915, 6.959], [-6.212, -4.942, 8.125], [-6.709, -4.214, 5.757], [-7.550, -6.517, 6.672], [-9.534, -6.856, 6.240], [-8.956, -7.795, 7.563], [-9.112, -5.928, 9.050], [-10.365, -5.562, 7.895], [8.582, 0.979, -2.183], [9.032, -0.486, -2.443], [10.056, -0.393, -3.425], [10.684, 1.151, -3.690], [10.144, 1.590, -4.971], [12.093, 1.195, -3.523], [9.807, 1.673, -2.320], [7.975, 1.092, -1.285], [7.829, 1.259, -2.921], [8.270, -1.142, -2.865], [9.382, -0.990, -1.542], [-5.684, -5.845, -2.471], [-5.795, -4.706, -3.496], [-7.049, -4.053, -3.143], [-7.664, -4.326, -1.609], [-9.065, -4.734, -1.596], [-7.256, -3.154, -0.833], [-6.605, -5.575, -1.388], [-4.704, -6.142, -2.096], [-6.031, -6.740, -2.987], [-5.699, -4.927, -4.559], [-4.958, -4.046, -3.267], [-2.441, -11.721, 2.255], [-1.167, -11.559, 1.407], [-0.848, -10.199, 1.572], [-1.382, -9.522, 2.964], [-1.592, -8.109, 3.005], [-0.822, -10.126, 4.204], [-2.730, -10.442, 2.643], [-2.220, -12.324, 3.135], [-3.286, -11.971, 1.612], [-1.307, -11.784, 0.350], [-0.314, -12.201, 1.630], [-6.454, 3.818, 5.313], [-5.599, 4.202, 4.036], [-5.492, 5.589, 4.224], [-6.734, 6.355, 5.125], [-7.927, 6.451, 4.262], [-6.235, 7.583, 5.723], [-6.671, 5.024, 6.028], [-5.867, 3.339, 6.097], [-7.454, 3.420, 5.136], [-6.140, 4.011, 3.110], [-4.587, 3.805, 3.956], [4.707, 6.717, -6.253], [3.667, 7.737, -6.709], [4.293, 8.402, -7.844], [5.591, 7.708, -8.446], [6.753, 8.548, -8.188], [5.549, 7.250, -9.859], [5.509, 6.460, -7.332], [4.210, 5.749, -6.193], [5.260, 6.974, -5.349], [3.294, 8.475, -5.999], [2.822, 7.283, -7.228], [0.165, 9.334, 0.811], [0.852, 8.108, 0.139], [2.233, 8.430, -0.071], [2.773, 9.555, 1.007], [3.192, 10.820, 0.372], [3.662, 8.908, 1.983], [1.313, 9.662, 1.692], [-0.751, 9.150, 1.372], [0.114, 10.196, 0.146], [0.372, 7.651, -0.726], [0.958, 7.291, 0.852], [5.417, -4.487, -6.967], [6.703, -4.072, -7.900], [6.489, -2.717, -8.154], [4.940, -2.328, -7.802], [4.220, -1.766, -8.985], [5.005, -1.543, -6.572], [4.404, -3.840, -7.640], [5.671, -4.315, -5.921], [5.165, -5.544, -7.061], [6.836, -4.759, -8.736], [7.577, -4.091, -7.250]], "largest_force_ev_per_a": 5.27, "e_tot_ev": -211621.7027, "homo_lumo_gap_ev": 10.662, "e_above_lowest_kcal_mol": 227.5}

# 3
{"formula": "C42H48N7O3PS2Ti", "method": "ωB97M-V/def2-TZVPD", "elements": ["Ti", "C", "C", "N", "C", "C", "C", "C", "C", "C", "C", "N", "C", "C", "C", "C", "C", "C", "C", "C", "N", "C", "H", "H", "H", "H", "H", "H", "H", "H", "H", "H", "H", "H", "C", "S", "C", "H", "H", "H", "H", "H", "H", "C", "C", "C", "C", "C", "C", "C", "C", "C", "C", "H", "H", "H", "H", "H", "H", "H", "H", "H", "H", "H", "H", "C", "N", "C", "N", "C", "N", "C", "P", "C", "C", "H", "H", "H", "H", "H", "H", "H", "H", "H", "H", "H", "H", "N", "C", "C", "C", "C", "C", "C", "S", "O", "O", "O", "H", "H", "H", "H", "H", "H"], "xyz": [[0.159, -0.370, 0.264], [-0.009, 0.492, 4.411], [-0.061, 0.684, 3.049], [0.138, -0.329, 2.168], [0.191, -1.608, 2.668], [0.287, -1.881, 4.053], [0.249, -0.777, 4.939], [0.328, -3.227, 4.453], [0.201, -4.243, 3.520], [0.032, -3.975, 2.172], [0.021, -2.648, 1.724], [-0.193, -2.212, 0.428], [-1.384, -2.534, -0.226], [-1.726, -3.780, -0.764], [-2.983, -3.980, -1.312], [-3.935, -2.973, -1.318], [-3.635, -1.700, -0.805], [-4.554, -0.629, -0.740], [-4.157, 0.560, -0.128], [-2.870, 0.699, 0.335], [-1.936, -0.267, 0.230], [-2.328, -1.473, -0.290], [-0.171, 1.331, 5.078], [-0.223, 1.671, 2.615], [0.339, -0.930, 6.004], [0.425, -3.460, 5.507], [0.200, -5.275, 3.853], [-0.088, -4.788, 1.469], [-1.004, -4.588, -0.755], [-3.232, -4.949, -1.733], [-4.926, -3.161, -1.710], [-5.553, -0.748, -1.135], [-4.864, 1.374, -0.013], [-2.544, 1.609, 0.836], [3.048, 0.773, 3.074], [2.738, 1.972, 1.753], [3.070, 3.465, 2.773], [4.120, 0.702, 3.250], [2.635, -0.173, 2.733], [2.532, 1.089, 3.978], [2.271, 3.613, 3.496], [3.123, 4.314, 2.101], [4.022, 3.341, 3.282], [2.613, -2.204, -1.937], [2.986, -1.630, -0.551], [2.849, -2.798, 0.447], [2.060, -0.462, -0.233], [4.436, -1.174, -0.515], [4.999, -0.837, 0.715], [6.311, -0.424, 0.828], [7.118, -0.355, -0.295], [6.580, -0.683, -1.525], [5.256, -1.079, -1.635], [1.579, -2.554, -1.910], [3.250, -3.055, -2.185], [2.701, -1.464, -2.730], [1.967, -3.383, 0.203], [2.733, -2.437, 1.467], [3.724, -3.448, 0.390], [2.519, 0.464, -0.640], [4.389, -0.909, 1.599], [6.714, -0.166, 1.801], [8.155, -0.055, -0.212], [7.200, -0.643, -2.410], [4.878, -1.326, -2.614], [0.994, 5.103, -1.213], [1.178, 4.130, -2.268], [0.050, 4.201, -3.182], [-1.230, 4.023, -2.516], [-1.350, 5.000, -1.454], [-0.260, 4.960, -0.491], [-0.278, 3.717, 0.263], [-0.113, 2.136, -0.763], [1.351, 2.790, -1.739], [-1.396, 2.665, -2.036], [1.012, 6.104, -1.664], [1.819, 5.011, -0.503], [0.162, 3.438, -3.954], [0.056, 5.191, -3.654], [-2.292, 4.831, -0.925], [-1.365, 6.000, -1.906], [-1.218, 3.682, 0.826], [0.551, 3.739, 0.980], [1.531, 2.119, -2.582], [2.227, 2.786, -1.080], [-2.395, 2.576, -1.594], [-1.338, 1.998, -2.902], [-0.178, -0.135, -2.167], [-0.163, -0.145, -3.564], [-1.350, -0.414, -4.253], [-1.409, -0.308, -5.632], [-0.290, 0.073, -6.343], [0.893, 0.321, -5.680], [0.970, 0.207, -4.302], [-0.276, 0.225, -8.146], [0.580, -0.875, -8.595], [-1.669, 0.105, -8.577], [0.305, 1.547, -8.394], [0.684, -0.442, -1.618], [-1.017, -0.594, -1.812], [-2.227, -0.700, -3.681], [-2.326, -0.509, -6.167], [1.748, 0.621, -6.264], [1.907, 0.393, -3.794]], "total_charge": -2, "largest_force_ev_per_a": 2.67, "multiplicity": 3, "e_tot_ev": -114980.8600, "homo_lumo_gap_ev": [4.343, 5.815], "e_above_lowest_kcal_mol": 59.9, "s_squared": 2.110}

# 4
{"formula": "C22H21NO5S", "method": "ωB97M-V/def2-TZVPD", "elements": ["C", "C", "O", "O", "C", "C", "C", "C", "N", "C", "C", "O", "S", "O", "O", "C", "C", "C", "C", "C", "C", "C", "C", "C", "C", "C", "C", "C", "C", "H", "H", "H", "H", "H", "H", "H", "H", "H", "H", "H", "H", "H", "H", "H", "H", "H", "H", "H", "H", "H"], "xyz": [[-5.282, -1.442, -0.476], [-3.837, -1.146, -0.774], [-3.436, -0.526, -1.722], [-3.048, -1.665, 0.181], [-1.665, -1.592, 0.044], [-1.034, -2.110, -1.055], [0.356, -2.012, -1.176], [1.099, -1.406, -0.195], [2.491, -1.206, -0.367], [3.328, -2.304, -0.453], [4.778, -1.967, -0.628], [2.896, -3.428, -0.366], [3.025, 0.420, -0.637], [3.654, 0.439, -1.923], [3.835, 0.793, 0.486], [1.464, 1.288, -0.747], [0.740, 0.927, -1.875], [-0.551, 1.374, -2.048], [-1.134, 2.197, -1.086], [-2.549, 2.647, -1.255], [-0.371, 2.596, -0.001], [0.940, 2.162, 0.195], [1.714, 2.700, 1.356], [0.483, -0.939, 0.993], [1.225, -0.419, 2.072], [0.594, 0.032, 3.199], [-0.805, 0.001, 3.291], [-1.552, -0.512, 2.268], [-0.930, -1.010, 1.106], [-5.528, -2.414, -0.900], [-5.914, -0.690, -0.939], [-5.447, -1.482, 0.596], [-1.609, -2.573, -1.842], [0.845, -2.407, -2.052], [5.364, -2.880, -0.558], [5.092, -1.254, 0.131], [4.927, -1.500, -1.599], [1.218, 0.295, -2.606], [-1.124, 1.072, -2.910], [-2.943, 3.067, -0.333], [-2.609, 3.407, -2.034], [-3.165, 1.806, -1.565], [-0.801, 3.264, 0.731], [2.639, 2.156, 1.504], [1.958, 3.745, 1.164], [1.113, 2.659, 2.262], [2.301, -0.392, 1.996], [1.173, 0.415, 4.026], [-1.287, 0.375, 4.182], [-2.628, -0.559, 2.338]], "smiles": "CC(=O)Oc1ccc(N(C(C)=O)S(=O)(=O)c2ccc(C)cc2C)c2ccccc12", "largest_force_ev_per_a": 1.20, "e_tot_ev": -45718.2229, "homo_lumo_gap_ev": 8.372, "e_above_lowest_kcal_mol": 1.6}